No. 1
{
  "formula": "C45H40BN10OPS2W",
  "method": "the ωB97M-V functional and the def2-TZVPD basis",
  "elements": ["W", "C", "C", "C", "C", "N", "C", "N", "C", "N", "C", "N", "C", "C", "C", "C", "C", "N", "C", "C", "C", "C", "C", "C", "H", "H", "H", "H", "H", "H", "H", "H", "H", "H", "H", "H", "O", "N", "C", "C", "C", "C", "C", "C", "C", "P", "C", "C", "C", "C", "C", "C", "C", "C", "C", "C", "C", "C", "H", "H", "H", "H", "H", "H", "H", "H", "H", "H", "H", "H", "H", "H", "H", "H", "C", "N", "C", "C", "N", "B", "N", "C", "C", "N", "C", "C", "S", "C", "S", "H", "H", "H", "H", "H", "H", "H", "H", "H", "H", "H", "H"],
  "coordinates": [[0.35, -0.22, 0.81], [-0.95, 3.99, 0.98], [-2.02, 4.04, 1.89], [-2.31, 2.93, 2.62], [-1.55, 1.75, 2.48], [-0.57, 1.68, 1.55], [-0.28, 2.80, 0.85], [-1.84, 0.76, 3.37], [-1.09, -0.27, 3.55], [-0.01, -0.73, 2.82], [0.39, -1.93, 3.40], [1.30, -2.76, 3.04], [2.17, -2.57, 2.01], [3.24, -3.47, 1.95], [4.22, -3.35, 0.99], [4.12, -2.30, 0.08], [3.05, -1.46, 0.16], [2.07, -1.58, 1.09], [-0.42, -2.19, 4.59], [-0.37, -3.21, 5.52], [-1.28, -3.15, 6.57], [-2.19, -2.10, 6.68], [-2.22, -1.08, 5.74], [-1.33, -1.16, 4.69], [-0.66, 4.84, 0.39], [-2.59, 4.95, 2.01], [-3.09, 2.91, 3.36], [0.53, 2.73, 0.14], [3.26, -4.25, 2.70], [5.04, -4.05, 0.95], [4.86, -2.15, -0.70], [2.94, -0.66, -0.54], [0.35, -4.02, 5.43], [-1.28, -3.93, 7.32], [-2.87, -2.08, 7.52], [-2.91, -0.24, 5.83], [2.34, 0.67, 2.81], [2.12, 1.03, 1.49], [2.93, 1.92, 1.02], [3.01, 2.65, -0.24], [3.91, 3.72, -0.17], [4.08, 4.60, -1.23], [3.34, 4.42, -2.38], [2.45, 3.35, -2.47], [2.28, 2.45, -1.42], [1.22, 0.99, -1.72], [0.02, 1.65, -2.93], [-0.95, 2.53, -2.48], [-1.80, 3.17, -3.37], [-1.69, 2.92, -4.73], [-0.72, 2.06, -5.20], [0.15, 1.43, -4.31], [2.36, -0.04, -2.72], [3.73, 0.21, -2.74], [4.59, -0.61, -3.46], [4.09, -1.69, -4.18], [2.72, -1.93, -4.18], [1.86, -1.12, -3.45], [2.99, 1.28, 3.19], [3.69, 2.25, 1.73], [4.49, 3.87, 0.73], [4.79, 5.41, -1.14], [3.45, 5.09, -3.22], [1.89, 3.21, -3.39], [-1.05, 2.74, -1.42], [-2.55, 3.85, -3.00], [-2.36, 3.42, -5.43], [-0.61, 1.88, -6.26], [0.93, 0.80, -4.70], [4.15, 1.05, -2.20], [5.65, -0.40, -3.47], [4.75, -2.32, -4.74], [2.32, -2.75, -4.76], [0.80, -1.31, -3.49], [-4.89, -1.93, 3.07], [-4.55, -1.03, 1.99], [-5.30, 0.08, 1.60], [-4.64, 0.66, 0.58], [-3.50, -0.09, 0.33], [-2.45, 0.17, -0.72], [-2.25, -1.01, -1.70], [-3.19, -1.36, -2.65], [-2.75, -2.48, -3.28], [-1.54, -2.80, -2.71], [-0.76, -3.99, -3.05], [-1.25, -1.90, -1.75], [0.20, -2.04, -0.81], [-3.44, -1.10, 1.23], [-2.16, -2.19, 1.33], [-5.96, -2.13, 3.06], [-4.61, -1.49, 4.03], [-4.34, -2.86, 2.93], [-6.23, 0.32, 2.07], [-4.90, 1.52, -0.02], [-2.71, 1.18, -1.30], [-1.32, 0.27, -0.18], [-4.08, -0.78, -2.80], [-3.18, -3.06, -4.07], [-0.85, -4.17, -4.11], [-1.12, -4.85, -2.49], [0.29, -3.82, -2.80]],
  "lowdin_spin": [1.64, 0.00, 0.00, 0.00, 0.00, 0.02, 0.01, 0.01, 0.01, 0.05, 0.01, 0.01, 0.01, 0.00, 0.00, 0.00, 0.01, 0.01, 0.00, 0.00, 0.00, 0.00, 0.00, 0.00, 0.00, 0.00, 0.00, 0.00, 0.00, 0.00, 0.00, 0.00, 0.00, 0.00, 0.00, 0.00, 0.01, 0.00, 0.01, 0.00, 0.00, 0.00, 0.00, 0.00, 0.00, 0.01, 0.00, 0.00, 0.00, 0.00, 0.00, 0.00, 0.00, 0.00, 0.00, 0.00, 0.00, 0.00, 0.00, 0.00, 0.00, 0.00, 0.00, 0.00, 0.00, 0.00, 0.00, 0.00, 0.00, 0.00, 0.00, 0.00, 0.00, 0.00, 0.00, 0.00, 0.00, 0.00, 0.00, 0.02, 0.01, 0.00, 0.00, 0.01, 0.00, 0.00, 0.05, 0.01, 0.01, 0.00, 0.00, 0.00, 0.00, 0.00, 0.00, 0.01, 0.00, 0.00, 0.00, 0.00, 0.00],
  "energy_ev": -97714.22460,
  "homo_ev": [-12.0, -12.0],
  "multiplicity": 3,
  "e_above_lowest_kj_mol": 75.67,
  "charge": 2,
  "orbital_gap_ev": [6.134, 5.885],
  "e_lumo_ev": [-5.866, -6.111],
  "s_squared": 2.02,
  "largest_force_ha_per_bohr": 0.0100
}



No. 2
{
  "formula": "C45H40BrN8O2S3Tl",
  "method": "the ωB97M-V functional and the def2-TZVPD basis",
  "elements": ["Tl", "N", "C", "S", "N", "N", "C", "C", "C", "C", "C", "C", "C", "C", "C", "C", "C", "C", "N", "H", "H", "H", "H", "H", "H", "H", "H", "H", "H", "H", "C", "O", "C", "C", "C", "Br", "C", "C", "C", "O", "C", "N", "C", "C", "C", "C", "C", "C", "N", "H", "H", "H", "H", "H", "H", "H", "H", "H", "H", "H", "S", "C", "N", "C", "C", "N", "C", "C", "C", "C", "C", "C", "C", "C", "S", "C", "C", "C", "C", "C", "C", "C", "H", "H", "H", "H", "H", "H", "H", "H", "H", "H", "H", "H", "H", "H", "H", "H", "H", "H"],
  "coordinates": [[-0.67, -0.46, 1.21], [-4.44, 0.58, 3.91], [-3.68, 0.07, 2.91], [-2.41, -0.99, 3.38], [-4.07, 0.46, 1.70], [-3.25, 0.12, 0.69], [-3.70, 0.33, -0.50], [-5.07, 0.83, -0.80], [-5.24, 2.03, -1.49], [-6.51, 2.51, -1.77], [-7.62, 1.79, -1.37], [-7.46, 0.60, -0.68], [-6.20, 0.12, -0.39], [-2.77, 0.08, -1.64], [-3.24, -0.04, -2.95], [-2.33, -0.26, -3.97], [-0.98, -0.35, -3.67], [-0.61, -0.23, -2.34], [-1.47, -0.02, -1.36], [-4.33, 0.21, 4.83], [-5.28, 1.08, 3.65], [-4.36, 2.59, -1.81], [-6.62, 3.45, -2.31], [-8.62, 2.17, -1.59], [-8.33, 0.04, -0.37], [-6.07, -0.80, 0.16], [-4.30, 0.03, -3.15], [-2.68, -0.36, -4.99], [-0.24, -0.52, -4.44], [0.44, -0.28, -2.05], [-1.83, 3.10, 0.14], [-1.02, 2.58, 1.18], [-0.05, 3.38, 1.68], [0.20, 4.68, 1.28], [1.26, 5.38, 1.85], [1.57, 7.16, 1.29], [2.09, 4.80, 2.78], [1.84, 3.49, 3.19], [0.75, 2.79, 2.68], [0.39, 1.55, 3.08], [2.77, 2.84, 4.13], [3.36, 3.43, 5.13], [4.18, 2.46, 5.69], [5.03, 2.53, 6.79], [5.75, 1.40, 7.12], [5.63, 0.21, 6.39], [4.79, 0.11, 5.30], [4.07, 1.26, 4.97], [3.14, 1.52, 3.98], [-2.46, 3.92, 0.51], [-2.46, 2.27, -0.18], [-1.23, 3.44, -0.70], [-0.42, 5.16, 0.54], [2.93, 5.34, 3.21], [0.82, 1.30, 3.91], [5.12, 3.45, 7.35], [6.42, 1.43, 7.97], [6.21, -0.65, 6.69], [4.68, -0.81, 4.74], [2.93, 0.93, 3.19], [2.90, -1.75, 1.40], [2.53, -2.45, -0.04], [3.06, -2.07, -1.22], [2.71, -2.77, -2.45], [2.64, -4.24, -2.13], [1.62, -4.44, -1.12], [0.69, -5.55, -1.33], [-0.25, -5.27, -2.48], [-0.08, -5.88, -3.71], [-0.94, -5.60, -4.77], [-1.99, -4.70, -4.59], [-2.17, -4.09, -3.35], [-1.30, -4.37, -2.30], [1.50, -3.57, -0.10], [0.28, -3.63, 1.02], [3.95, -0.91, -1.33], [3.19, 0.36, -1.63], [2.93, 1.28, -0.61], [2.22, 2.44, -0.88], [1.75, 2.69, -2.16], [2.02, 1.79, -3.18], [2.73, 0.63, -2.92], [3.48, -2.57, -3.19], [1.75, -2.42, -2.85], [3.61, -4.59, -1.78], [2.36, -4.82, -3.02], [0.13, -5.69, -0.41], [1.27, -6.45, -1.52], [0.72, -6.60, -3.85], [-0.81, -6.08, -5.72], [-2.66, -4.48, -5.40], [-2.98, -3.40, -3.20], [-1.44, -3.90, -1.34], [4.66, -1.12, -2.13], [4.49, -0.82, -0.39], [3.29, 1.08, 0.39], [2.03, 3.15, -0.08], [1.20, 3.60, -2.37], [1.67, 1.99, -4.19], [2.95, -0.06, -3.72]],
  "mulliken_charge": [0.46, -0.44, 0.48, -0.51, -1.00, 1.02, -0.69, 0.03, 0.28, -0.87, -0.39, -0.80, -0.11, -0.05, -0.51, -1.16, -0.60, -0.41, 0.44, 0.21, 0.23, 0.35, 0.39, 0.39, 0.39, 0.46, 0.61, 0.44, 0.54, 0.62, 0.47, 0.00, 0.16, -0.45, -0.47, -0.21, -0.91, 0.77, 0.66, -0.43, -0.13, -0.79, 0.50, -0.76, -0.49, -0.45, -1.00, 0.73, 0.20, 0.47, -1.23, 0.28, 0.56, 0.57, 0.34, 0.44, 0.37, 0.40, 0.42, -0.06, -0.15, 0.00, 0.24, -0.31, -1.11, 0.15, -1.88, 0.69, -0.26, -0.64, -0.55, -0.58, -0.14, 0.59, -0.16, -2.28, 0.87, -0.52, -0.13, -0.53, -0.65, -0.36, 0.64, -0.05, 0.31, 0.45, 0.59, 0.45, 0.42, 0.39, 0.41, 0.49, 0.42, 0.54, 0.67, 0.47, 0.50, 0.46, 0.42, 0.36],
  "energy_ev": -170573.32175,
  "homo_ev": -6.9,
  "e_above_lowest_kj_mol": 41.67,
  "orbital_gap_ev": 6.250,
  "e_lumo_ev": -0.649,
  "largest_force_ha_per_bohr": 0.0087
}



No. 3
{
  "formula": "C45H40N2O28P",
  "method": "the ωB97M-V functional and the def2-TZVPD basis",
  "elements": ["C", "C", "C", "N", "P", "N", "H", "H", "H", "H", "H", "H", "H", "H", "H", "H", "H", "H", "C", "C", "C", "O", "C", "C", "C", "O", "O", "O", "H", "H", "H", "H", "C", "C", "C", "O", "C", "C", "C", "O", "O", "O", "H", "H", "H", "H", "C", "C", "C", "O", "C", "C", "C", "O", "O", "O", "H", "H", "H", "H", "C", "C", "C", "O", "C", "C", "C", "O", "O", "O", "H", "H", "H", "H", "C", "C", "C", "O", "C", "C", "C", "O", "O", "O", "H", "H", "H", "H", "C", "C", "C", "O", "C", "C", "C", "O", "O", "O", "H", "H", "H", "H", "C", "C", "C", "O", "C", "C", "C", "O", "O", "O", "H", "H", "H", "H"],
  "coordinates": [[2.68, -4.11, 2.06], [1.58, -3.03, 1.92], [0.22, -3.68, 1.71], [-0.88, -2.67, 1.59], [-2.35, -3.29, 1.17], [-3.66, -2.82, 2.02], [3.42, -4.02, 1.27], [2.25, -5.11, 2.02], [3.19, -4.03, 3.02], [1.80, -2.37, 1.08], [1.56, -2.40, 2.82], [0.01, -4.41, 2.50], [0.25, -4.23, 0.76], [-0.96, -2.07, 2.40], [-2.61, -2.98, -0.16], [-2.27, -4.68, 1.23], [-3.74, -1.82, 2.21], [-3.86, -3.40, 2.83], [-2.51, 3.24, 2.43], [-3.20, 2.19, 2.91], [-3.28, 0.88, 2.18], [-3.91, -0.03, 2.73], [-2.63, 0.75, 0.92], [-1.94, 1.79, 0.42], [-1.83, 3.10, 1.16], [-1.17, 3.97, 0.62], [-1.31, 1.73, -0.73], [-3.85, 2.23, 4.07], [-2.44, 4.18, 2.95], [-2.72, -0.19, 0.38], [-0.86, 2.58, -0.86], [-4.27, 1.36, 4.19], [2.99, -0.10, -0.34], [4.11, -0.79, -0.56], [5.12, -0.35, -1.59], [6.12, -1.04, -1.71], [4.85, 0.85, -2.36], [3.72, 1.54, -2.13], [2.72, 1.10, -1.10], [1.71, 1.76, -0.93], [3.39, 2.65, -2.79], [4.41, -1.90, 0.09], [2.25, -0.40, 0.39], [5.58, 1.16, -3.10], [2.54, 2.95, -2.42], [5.26, -2.24, -0.26], [6.62, -4.10, 2.24], [7.12, -4.67, 3.34], [8.07, -5.84, 3.27], [8.47, -6.27, 4.33], [8.42, -6.38, 1.97], [7.93, -5.80, 0.87], [7.00, -4.61, 0.94], [6.62, -4.14, -0.12], [8.20, -6.20, -0.36], [6.85, -4.26, 4.57], [5.95, -3.25, 2.27], [9.09, -7.22, 1.93], [7.72, -5.60, -0.96], [7.35, -4.85, 5.16], [-5.01, 4.88, -3.38], [-4.61, 4.53, -2.15], [-4.92, 3.17, -1.56], [-4.50, 2.94, -0.44], [-5.69, 2.23, -2.34], [-6.09, 2.58, -3.58], [-5.76, 3.93, -4.17], [-6.15, 4.14, -5.31], [-6.79, 1.79, -4.37], [-3.92, 5.33, -1.35], [-4.79, 5.84, -3.82], [-5.92, 1.27, -1.91], [-6.94, 2.29, -5.20], [-3.76, 4.84, -0.52], [10.39, 0.20, 2.41], [9.95, -1.00, 2.80], [9.99, -2.21, 1.90], [9.57, -3.26, 2.37], [10.50, -2.07, 0.56], [10.94, -0.87, 0.16], [10.92, 0.34, 1.07], [11.35, 1.38, 0.61], [11.43, -0.63, -1.04], [9.43, -1.24, 4.00], [10.36, 1.07, 3.05], [10.52, -2.94, -0.08], [11.68, 0.32, -1.06], [9.21, -2.19, 4.02], [-6.95, -2.88, 3.53], [-6.62, -3.80, 4.43], [-7.65, -4.65, 5.15], [-7.22, -5.47, 5.93], [-9.05, -4.42, 4.85], [-9.39, -3.49, 3.95], [-8.36, -2.66, 3.22], [-8.75, -1.85, 2.40], [-10.64, -3.21, 3.62], [-5.36, -4.06, 4.79], [-6.22, -2.27, 3.03], [-9.78, -5.02, 5.37], [-10.61, -2.51, 2.94], [-5.41, -4.77, 5.46], [-5.38, 9.59, -8.07], [-4.99, 9.24, -6.84], [-5.31, 7.88, -6.26], [-4.88, 7.65, -5.14], [-6.08, 6.94, -7.04], [-6.48, 7.30, -8.27], [-6.15, 8.65, -8.87], [-6.54, 8.86, -10.00], [-7.19, 6.52, -9.07], [-4.29, 10.02, -6.04], [-5.16, 10.56, -8.50], [-6.31, 5.98, -6.60], [-7.33, 7.03, -9.89], [-4.14, 9.51, -5.22]],
  "mulliken_charge": [-1.17, 0.13, -1.09, -0.09, 0.13, -0.25, 0.16, 0.48, 0.28, -0.21, 0.44, 0.50, 0.50, 0.30, 0.15, 0.16, 0.33, 0.27, -0.94, 0.25, 1.24, -0.87, -0.38, -0.09, 0.91, -0.61, -0.62, -0.60, 0.51, 0.42, 0.34, 0.31, -0.87, 0.42, 0.96, -0.58, -1.05, 0.15, 0.99, -0.52, -0.59, -0.37, 0.58, 0.46, 0.34, 0.19, -0.72, -0.11, 1.09, -0.65, -0.92, 0.19, 1.17, -0.76, -0.62, -0.63, 0.71, 0.46, 0.35, 0.38, -0.82, 0.27, 0.96, -0.53, -1.07, 0.15, 1.15, -0.62, -0.60, -0.62, 0.65, 0.50, 0.36, 0.27, -0.96, 0.32, 1.07, -0.54, -1.11, 0.39, 1.02, -0.62, -0.58, -0.59, 0.44, 0.49, 0.37, 0.32, -0.81, 0.48, 0.94, -0.62, -1.05, 0.38, 0.93, -0.61, -0.55, -0.59, 0.33, 0.43, 0.37, 0.37, -0.93, 0.16, 1.18, -0.63, -0.98, 0.39, 0.88, -0.62, -0.58, -0.59, 0.44, 0.54, 0.37, 0.37],
  "energy_ev": -116904.09093,
  "homo_ev": -10.7,
  "e_above_lowest_kj_mol": 0.00,
  "charge": 1,
  "orbital_gap_ev": 6.824,
  "e_lumo_ev": -3.918,
  "largest_force_ha_per_bohr": 0.0142
}



No. 4
{
  "formula": "C45H40NP2SiTl",
  "method": "the ωB97M-V functional and the def2-TZVPD basis",
  "elements": ["Tl", "C", "Si", "C", "C", "C", "C", "C", "C", "P", "C", "C", "C", "C", "C", "C", "C", "C", "C", "C", "C", "C", "C", "C", "C", "C", "C", "C", "P", "C", "C", "C", "C", "C", "C", "C", "C", "C", "C", "C", "C", "H", "H", "H", "H", "H", "H", "H", "H", "H", "H", "H", "H", "H", "H", "H", "H", "H", "H", "H", "H", "H", "H", "H", "H", "H", "H", "H", "H", "H", "H", "H", "C", "C", "C", "C", "C", "C", "C", "C", "N", "H", "H", "H", "H", "H", "H", "H", "H", "H"],
  "coordinates": [[11.76, 12.01, 13.78], [10.16, 9.58, 11.63], [11.62, 10.70, 11.59], [13.28, 9.85, 11.37], [13.25, 8.57, 10.78], [14.44, 7.92, 10.41], [15.61, 8.56, 10.47], [15.69, 9.85, 11.01], [14.56, 10.50, 11.53], [14.70, 12.12, 12.42], [15.84, 11.72, 13.85], [17.18, 11.31, 13.75], [17.87, 10.91, 14.92], [17.24, 10.89, 16.15], [15.91, 11.32, 16.29], [15.20, 11.74, 15.08], [15.72, 13.21, 11.36], [16.50, 14.25, 11.92], [17.34, 15.10, 11.22], [17.41, 14.91, 9.83], [16.59, 14.00, 9.25], [15.71, 13.19, 9.98], [11.55, 11.83, 10.12], [11.45, 11.15, 8.85], [11.61, 11.81, 7.63], [12.03, 13.09, 7.64], [12.15, 13.78, 8.80], [11.78, 13.19, 10.04], [11.54, 14.07, 11.61], [12.29, 15.75, 11.73], [13.36, 15.98, 12.57], [13.86, 17.26, 12.77], [13.28, 18.30, 12.09], [12.33, 18.06, 11.17], [11.79, 16.79, 10.95], [9.74, 14.53, 11.52], [9.26, 15.13, 12.67], [7.85, 15.30, 12.78], [7.03, 14.96, 11.67], [7.57, 14.44, 10.51], [8.95, 14.17, 10.45], [10.16, 8.77, 10.87], [9.95, 9.07, 12.53], [9.33, 10.25, 11.50], [12.32, 7.98, 10.69], [14.47, 6.87, 10.13], [16.56, 8.02, 10.21], [16.67, 10.24, 11.09], [17.73, 11.39, 12.83], [18.97, 10.69, 14.89], [17.76, 10.64, 17.06], [15.42, 11.38, 17.25], [14.17, 12.18, 15.29], [16.35, 14.37, 12.99], [17.91, 15.88, 11.75], [18.25, 15.28, 9.28], [16.63, 13.81, 8.20], [15.04, 12.52, 9.41], [11.13, 10.11, 8.81], [11.47, 11.27, 6.71], [12.38, 13.64, 6.76], [12.30, 14.82, 8.68], [13.82, 15.14, 13.01], [14.60, 17.39, 13.58], [13.57, 19.29, 12.47], [11.99, 18.88, 10.56], [11.03, 16.61, 10.17], [9.97, 15.36, 13.45], [7.47, 15.77, 13.71], [5.93, 14.97, 11.77], [7.04, 14.27, 9.60], [9.34, 13.70, 9.54], [10.84, 11.15, 16.79], [11.47, 12.39, 17.39], [11.32, 12.65, 18.75], [11.87, 13.80, 19.32], [12.65, 14.62, 18.53], [12.74, 14.43, 17.16], [13.46, 15.43, 16.33], [12.10, 13.33, 16.51], [12.21, 13.34, 15.19], [10.63, 10.37, 17.50], [11.41, 10.83, 16.00], [9.79, 11.41, 16.34], [10.80, 11.90, 19.35], [11.89, 13.81, 20.42], [13.13, 15.41, 19.03], [14.39, 15.64, 16.78], [12.83, 16.33, 16.40], [13.51, 15.15, 15.34]],
  "mulliken_charge": [0.53, -1.40, -0.18, 0.13, -0.32, -0.66, -0.89, -0.35, 0.30, 1.56, 0.60, -0.53, -0.66, -0.45, -0.73, 0.37, -0.20, -0.50, -0.68, -0.51, -0.77, -0.16, 0.68, -0.57, -0.95, -0.55, -1.08, 0.84, 1.02, 0.13, 0.51, -0.73, -0.66, -0.73, -0.64, 0.49, -0.60, -0.65, -0.61, -0.62, -0.19, 0.30, 0.43, 0.40, 0.25, 0.38, 0.31, 0.34, 0.38, 0.30, 0.39, 0.54, -0.64, 0.43, 0.41, 0.35, 0.45, 0.36, 0.31, 0.41, 0.40, 0.46, 0.01, 0.41, 0.35, 0.39, 0.39, 0.45, 0.38, 0.32, 0.46, 0.26, -1.51, 1.27, -0.67, -0.71, -0.91, 1.14, -0.93, 0.30, -0.07, 0.45, 0.20, 0.18, 0.35, 0.26, 0.50, 0.46, 0.30, -0.55],
  "energy_ev": -79949.51693,
  "homo_ev": -5.8,
  "orbital_gap_ev": 6.000,
  "e_lumo_ev": 0.175,
  "largest_force_ha_per_bohr": 0.0765
}